{
  "formula": "C30H64N4O26S5",
  "method": "ωB97M-V/def2-TZVPD",
  "relative_energy_kcal_mol": 0.0,
  "charge": 0,
  "total_energy_ev": -145514.3170,
  "homo_ev": -9.30,
  "fmax_ev_per_a": 2.630,
  "orbital_gap_ev": 9.4,
  "smiles": "O=S1(=O)OCCO1.O=S1(=O)OCCO1.O=S1(=O)OCCO1.O=S1(=O)OCCO1.O=S1(=O)OCCO1.CNC(C)=O.CNC(C)=O.CNC(C)=O.CNC(C)=O.C1CCOC1.C1CCOC1",
  "symbols": ["C", "C", "O", "N", "C", "H", "H", "H", "H", "H", "H", "H", "C", "C", "O", "N", "C", "H", "H", "H", "H", "H", "H", "H", "C", "C", "O", "N", "C", "H", "H", "H", "H", "H", "H", "H", "C", "C", "O", "N", "C", "H", "H", "H", "H", "H", "H", "H", "C", "C", "O", "S", "O", "O", "O", "H", "H", "H", "H", "C", "C", "O", "S", "O", "O", "O", "H", "H", "H", "H", "C", "C", "O", "S", "O", "O", "O", "H", "H", "H", "H", "C", "C", "O", "S", "O", "O", "O", "H", "H", "H", "H", "C", "C", "O", "S", "O", "O", "O", "H", "H", "H", "H", "C", "C", "C", "O", "C", "H", "H", "H", "H", "H", "H", "H", "H", "C", "C", "C", "O", "C", "H", "H", "H", "H", "H", "H", "H", "H"],
  "coordinates": [[7.478051, -10.689202, -14.789844], [6.965798, -11.411904, -13.565791], [7.762950, -11.730798, -12.684056], [5.669364, -11.695153, -13.587612], [4.942394, -12.240249, -12.462105], [6.887206, -10.537401, -15.689649], [8.231597, -11.458326, -15.004886], [8.014794, -9.752853, -14.643567], [5.132282, -11.506034, -14.415408], [4.767034, -11.524862, -11.656276], [5.601107, -12.941374, -11.930894], [4.145018, -12.870012, -12.851463], [13.765118, -11.845047, -12.034571], [13.128082, -11.637058, -13.402416], [13.319113, -10.600459, -14.006516], [12.343589, -12.647928, -13.867960], [11.526251, -12.506287, -15.050947], [14.489594, -12.659249, -12.130091], [13.106977, -12.197457, -11.236820], [14.192628, -10.900667, -11.717131], [12.433138, -13.562968, -13.466505], [11.375597, -11.468441, -15.336349], [10.531928, -12.899111, -14.820812], [11.899036, -13.060994, -15.913773], [6.378333, -18.836913, -14.416120], [5.950774, -17.576410, -13.705438], [5.165585, -16.806587, -14.243036], [6.517511, -17.334698, -12.511322], [6.176447, -16.191023, -11.701484], [5.768282, -18.953424, -15.311229], [6.174209, -19.773672, -13.892889], [7.425627, -18.794391, -14.714764], [7.156350, -17.951662, -12.043242], [5.610941, -16.437661, -10.798260], [5.522787, -15.459310, -12.177041], [7.021942, -15.573413, -11.390654], [2.061986, -15.317256, -11.898290], [0.568494, -15.090132, -11.961715], [-0.148201, -16.033992, -12.280250], [0.112888, -13.832646, -11.837822], [-1.274859, -13.426281, -11.784598], [2.247086, -16.043016, -11.111249], [2.585248, -14.376366, -11.705240], [2.381390, -15.662351, -12.879375], [0.766826, -13.067918, -11.829164], [-1.416357, -12.772773, -10.926462], [-1.914601, -14.301295, -11.678961], [-1.552533, -12.992831, -12.748313], [3.880999, -14.533253, -16.058302], [5.349414, -14.435524, -15.699810], [5.745282, -13.141030, -16.225688], [5.075174, -13.103218, -17.730159], [5.915393, -13.696402, -18.735139], [4.517224, -11.795210, -17.975157], [3.844601, -14.087567, -17.418320], [3.392615, -13.750515, -15.464981], [3.415280, -15.506924, -15.966038], [5.905739, -15.236206, -16.183825], [5.440995, -14.302632, -14.626679], [9.138796, -14.263984, -19.777055], [9.565968, -14.617111, -18.334315], [9.892055, -13.358443, -17.770606], [9.141490, -12.097748, -18.408594], [10.124641, -11.083692, -18.616946], [7.979307, -11.715137, -17.638089], [8.726064, -12.895964, -19.748746], [8.239051, -14.769833, -20.127823], [9.902603, -14.400477, -20.544134], [10.477066, -15.185379, -18.158590], [8.737728, -15.134263, -17.843863], [1.866243, -9.909299, -16.940557], [0.442498, -10.399104, -16.780479], [0.247377, -10.377670, -15.361802], [1.642304, -10.746508, -14.589134], [1.697245, -12.131294, -14.172744], [1.955675, -9.763976, -13.614270], [2.547220, -10.598042, -15.913611], [1.910310, -8.818778, -16.889196], [2.313302, -10.146450, -17.904886], [0.179327, -11.364285, -17.216659], [-0.290932, -9.716738, -17.213329], [11.938120, -7.512387, -13.425380], [10.804830, -6.526454, -13.054834], [10.156351, -6.185888, -14.260268], [10.786342, -6.891103, -15.567647], [10.983918, -5.985931, -16.637378], [10.032502, -8.094416, -15.814847], [12.188276, -7.282378, -14.798491], [11.558927, -8.539743, -13.436164], [12.825696, -7.358770, -12.821429], [11.219108, -5.683012, -12.501171], [10.121138, -7.012434, -12.359707], [9.181532, -9.852301, -10.566293], [7.816521, -9.168397, -10.192185], [8.122670, -7.940674, -9.562807], [9.713863, -7.946620, -9.122155], [9.792686, -8.674461, -7.891153], [10.249122, -6.641122, -9.338823], [10.144573, -8.820376, -10.392252], [9.182622, -10.238764, -11.580998], [9.338577, -10.708129, -9.908405], [7.101654, -9.845008, -9.721384], [7.297863, -8.945030, -11.130098], [2.701420, -9.744514, -7.806227], [1.814025, -10.390513, -8.881013], [2.552127, -10.225915, -10.238044], [3.923007, -10.182353, -9.846802], [4.033194, -9.523624, -8.589806], [2.937735, -10.461898, -7.026314], [2.294239, -8.803925, -7.451210], [0.792246, -10.020493, -8.972393], [1.734487, -11.459054, -8.674453], [2.273020, -9.285178, -10.719792], [2.418594, -11.050608, -10.934358], [4.233046, -8.450292, -8.631737], [4.890927, -9.990916, -8.109847], [4.977436, -6.871779, -15.704413], [5.856735, -5.634956, -15.727295], [6.661700, -5.634952, -14.440609], [6.679375, -7.057074, -14.112442], [5.885496, -7.829492, -15.007350], [4.512813, -7.175758, -16.643610], [4.073026, -6.543950, -15.168540], [5.345003, -4.684965, -15.913949], [6.550936, -5.677109, -16.576221], [6.091637, -5.152211, -13.644061], [7.698108, -5.338799, -14.573684], [5.267850, -8.619557, -14.571909], [6.465460, -8.294610, -15.809781]],
  "forces_ev_per_a": [[1.25, -0.99, -0.33], [0.78, 1.38, -0.62], [-0.70, 0.01, 0.34], [-1.32, -0.30, 0.62], [1.41, -1.17, 0.55], [-0.54, -0.42, 0.33], [0.30, 0.55, -0.82], [-0.02, -0.08, 0.67], [0.23, 0.32, -0.11], [-0.86, 0.27, -0.47], [0.15, -0.10, -0.31], [-0.58, 0.55, 0.35], [-0.13, -0.66, -0.07], [0.03, 0.04, 0.62], [-0.30, 0.14, -0.18], [0.24, 0.44, -0.16], [-0.69, -0.43, -0.19], [0.41, 0.36, 0.06], [-0.42, 0.14, -0.31], [0.36, -0.13, -0.10], [-0.11, 0.06, 0.25], [0.38, 0.08, 0.16], [0.00, -0.05, -0.07], [0.20, 0.11, 0.02], [-0.36, -0.59, -0.49], [-0.05, -0.36, -0.67], [-0.04, 0.03, 0.32], [-0.02, 0.84, 0.92], [-0.66, 1.32, 0.67], [0.12, 0.40, -0.11], [0.32, 0.25, 0.53], [0.03, -0.04, 0.14], [-0.03, -0.50, -0.55], [0.22, -0.45, 0.02], [0.03, -0.48, -0.67], [0.35, -0.45, -0.10], [-0.19, 1.03, 0.09], [-0.19, -1.05, -1.54], [-0.18, 0.29, 0.72], [0.15, 0.74, 0.68], [-0.06, -0.74, -0.53], [0.24, -0.09, -0.14], [0.14, -0.16, 0.23], [0.04, -0.35, 0.12], [0.24, -0.23, 0.09], [-0.19, 0.23, -0.23], [0.19, -0.10, 0.17], [-0.14, 0.44, 0.26], [0.29, 1.08, 0.56], [-0.38, 0.14, 0.53], [-0.89, -0.47, -2.12], [-0.32, 1.27, -0.37], [-0.53, 0.14, 1.15], [0.84, -1.12, 0.43], [0.49, -0.01, -0.62], [-0.47, -0.43, 0.03], [0.13, -0.03, -0.04], [0.35, 0.05, 0.43], [0.49, -0.62, -0.03], [-0.23, -0.31, -0.48], [-0.31, 0.07, -0.38], [-0.19, 0.57, 0.84], [-0.45, 0.41, 0.64], [-0.44, -0.81, -0.42], [1.06, -0.96, -1.22], [0.23, 1.17, 0.63], [0.15, -0.39, 0.35], [0.24, 0.20, 0.26], [-0.09, -0.28, -0.69], [-0.02, 0.40, 0.35], [-0.56, 0.08, -1.29], [-0.78, 0.56, -0.63], [0.79, -0.50, 1.23], [-0.21, -1.05, -0.90], [-0.24, 1.29, -0.65], [-0.33, 0.21, -0.30], [0.53, -0.10, 1.20], [0.13, -0.03, 0.72], [0.09, -0.50, 0.19], [0.60, -0.29, 0.33], [0.15, 0.24, 0.22], [-1.52, -0.66, -0.29], [0.80, -0.91, 1.14], [-0.19, 0.70, -0.92], [0.07, -2.04, 1.66], [0.33, 0.27, 0.49], [0.67, 0.94, 0.23], [-0.25, 1.29, -1.96], [0.32, 0.01, 0.85], [0.13, -0.17, -0.27], [-0.19, 0.50, -0.63], [-0.26, -0.02, -0.27], [-1.43, -0.59, 0.52], [-0.11, -0.83, -2.26], [1.10, 0.28, 1.00], [-1.79, 0.13, -1.05], [0.52, 0.53, -0.77], [-0.17, -0.82, 0.64], [0.65, -0.01, 0.68], [0.13, 0.37, -0.12], [0.45, 0.20, 0.18], [0.44, 0.24, 0.96], [0.17, 0.43, 0.03], [0.75, -0.37, -1.28], [-0.37, -0.74, -0.76], [0.21, 0.56, 1.36], [0.05, 0.21, -0.23], [-0.16, -0.12, 0.45], [-0.50, 0.24, 0.39], [0.06, -0.07, 0.32], [0.06, 0.20, 0.30], [-0.06, -0.03, -0.01], [-0.04, -0.01, -0.14], [-0.02, -0.01, -0.01], [0.07, 0.06, -0.63], [0.00, 0.06, 0.21], [-1.38, 1.90, 0.35], [0.72, 1.39, -1.88], [-1.21, -1.95, -0.40], [0.09, -0.72, 0.49], [-0.55, -0.10, -0.79], [0.82, -0.18, -0.35], [0.21, -0.59, 0.71], [-0.28, -0.17, 0.31], [0.09, -0.28, 0.09], [0.52, 0.34, 0.11], [-0.13, 0.42, 0.27], [0.53, 0.03, 0.82], [0.52, -0.05, 0.30]]
}